[1]
The following is a DFT calculation (the ωB97M-V functional and the def2-TZVPD basis) of a structure of composition C9H8N2O2 at a distorted geometry.

multiplicity = 1

Geometry as XYZ:
```
21
C9H8N2O2, DFT the ωB97M-V functional and the def2-TZVPD basis
C 2.1818 -0.6209 -0.4580
C -1.7372 2.7620 -0.8541
C -0.6549 2.2192 -1.5178
C -2.4780 1.9018 -0.0313
C -0.1760 0.9668 -1.2734
C -2.0533 0.6353 0.1971
C -0.9168 0.1072 -0.3975
C -0.4978 -1.1913 -0.1470
C 1.9109 -2.8749 1.4865
N 2.9197 0.2687 -0.4271
N 1.3669 -1.6437 -0.5796
O -0.9026 -2.2088 0.3632
O 1.6656 -2.8110 0.0437
H -2.0354 3.7512 -1.0218
H -0.1383 3.0606 -1.9973
H -3.3354 2.1626 0.4190
H 0.7512 0.7711 -1.7639
H -2.6131 -0.0462 0.7817
H 2.8555 -2.4011 1.7126
H 1.8111 -3.9596 1.6000
H 1.0333 -2.2544 2.1291
```

Charges per atom according to Mulliken partitioning, unit e: C 0.5158; C -0.3644; C -0.7643; C -0.6403; C -0.2365; C -0.4417; C 0.3515; C 0.7839; C -0.5242; N -0.5463; N -0.2028; O -0.4569; O -0.2895; H 0.4415; H 0.2958; H 0.4973; H 0.4083; H 0.4420; H 0.2896; H 0.2491; H 0.1918



[2]
The following is a DFT calculation (the ωB97M-V functional and the def2-TZVPD basis) of the ion C9H8N3O2 with charge -1 at a distorted geometry.

total charge = -1
SMILES = C[C@@H]([N-]C#N)C(=O)Oc1ccccn1
multiplicity = 1

Geometry as XYZ:
```
22
C9H8N3O2, DFT the ωB97M-V functional and the def2-TZVPD basis
C 2.7681 0.4833 0.3914
C -2.0637 1.2564 2.1618
C -2.6080 -0.0118 1.9879
C -1.1820 1.7876 1.2609
C -2.2370 -0.6977 0.8288
C -0.8769 0.9729 0.1472
C 0.7630 0.5966 -1.7019
C 1.5769 -1.9100 -1.9777
C 1.2661 -0.6755 -1.1110
N 3.2587 0.8497 1.3694
N -1.3418 -0.1844 -0.0826
N 2.4403 0.0594 -0.7685
O 0.0269 1.4585 -0.8363
O 0.8982 1.0305 -2.8070
H -2.3291 1.7127 3.0982
H -3.3065 -0.3212 2.7243
H -0.4737 2.5918 1.3202
H -2.5185 -1.6910 0.6117
H 0.7114 -2.4577 -2.0421
H 2.0361 -1.6703 -2.9548
H 2.4890 -2.2335 -1.4649
H 0.7027 -0.9465 -0.1550
```

Charges per atom according to Mulliken partitioning, unit e: C 0.5274; C -0.1744; C -0.4519; C -0.6669; C -0.4987; C 0.8717; C 0.2428; C -1.5592; C 0.9522; N -0.7453; N -0.4050; N -0.8721; O -0.4323; O -0.6589; H 0.3574; H 0.3895; H 0.3639; H 0.4144; H 0.4420; H 0.2838; H 0.3184; H 0.3011



[3]
The following is a DFT calculation (the ωB97M-V functional and the def2-TZVPD basis) of the molecule C9H8N4 at a distorted geometry.

SMILES = N#CCCn1nnc2ccccc21
multiplicity = 1

Geometry as XYZ:
```
21
C9H8N4, DFT the ωB97M-V functional and the def2-TZVPD basis
C -2.5994 0.8740 -0.7737
C -2.8681 -0.4915 -0.2345
C -1.8268 -0.5925 0.9756
C 1.4276 -0.9741 -0.3437
C 2.6986 -0.5378 -0.6948
C 3.0031 0.6986 -0.3171
C 2.0430 1.6426 0.2987
C 0.7817 1.1993 0.6645
C 0.5851 -0.1564 0.3634
H -3.9123 -0.4244 0.0745
H -2.6214 -1.1843 -1.0120
H -2.2383 -1.5501 1.5268
H -1.6537 0.2776 1.6859
H 3.2997 -1.1081 -1.3710
H 3.9222 1.1111 -0.6883
H 2.4334 2.6998 0.5282
H 0.0526 1.8891 1.0344
N -2.4362 1.9745 -1.2076
N -0.5394 -0.9730 0.3853
N -0.4035 -2.1315 -0.2554
N 0.8522 -2.2427 -0.6392
```

Charges per atom according to Mulliken partitioning, unit e: C 0.2416; C -0.4160; C -0.5630; C 0.2551; C -0.6268; C -0.5201; C -0.4955; C -0.8234; C 1.3262; H 0.3376; H 0.3532; H 0.2624; H 0.3155; H 0.4181; H 0.3323; H 0.2828; H 0.3304; N -0.4589; N 0.6205; N -0.6196; N -0.5523



Going through the records in order, we get orbital gap values of 0.2872; 0.2389; 0.3534 Eh.
Going through the records in order, we get energy relative to the best compared isomer or geometry (same formula, charge and spin) values of 140.5; 12.4; 67.5 kcal/mol.
Going through the records in order, we get E_HOMO values of -8.81; -3.37; -9.19 eV.